The following is a quantum chemistry calculation of a molecular structure, C35H60GaN2O4S in a non-equilibrium geometry, from the Open Molecules 2025 dataset.

Cartesian coordinates (Å):
C 1.13450 -2.63253 -1.62653
C 1.59346 -4.06458 -2.01626
C 2.48323 -4.73346 -0.95733
C 3.81257 -3.99481 -0.68552
C 3.73611 -2.94327 0.43350
C 3.53310 -3.57140 1.85320
C 2.33221 -2.94924 2.63176
C 1.19539 -3.95820 2.94147
C -0.04324 -3.81537 2.04253
C -0.58901 -2.36125 2.05811
C -2.12471 -2.28627 2.09632
C -2.69201 -2.66983 0.69750
Ga -3.52032 -1.15193 -0.38659
S -5.06422 0.00937 0.94152
C -2.17240 0.16622 -1.20892
C -0.97532 0.52591 -0.30870
C -1.35555 0.90686 1.13429
C -1.24293 2.42543 1.40123
O -2.55864 3.03739 1.37857
C -3.08920 3.05863 2.63020
O -3.46124 4.04916 3.08732
C -4.64369 -1.85804 -1.96965
C -5.12262 -3.32069 -1.76467
C -6.67281 -3.42486 -1.72365
C -7.20957 -3.91325 -0.38483
O -6.43110 -5.01869 0.13247
C -6.75551 -5.23462 1.43044
C -5.77601 -4.77607 2.49452
O -7.75717 -5.74468 1.74584
H 0.27304 -2.32768 -2.21874
H 1.97038 -1.93488 -1.74016
H 0.89502 -2.65167 -0.55966
H 0.68968 -4.65686 -2.18099
H 2.13397 -3.98058 -2.96575
H 2.70673 -5.73829 -1.33352
H 1.93420 -4.86981 -0.01927
H 4.12433 -3.51228 -1.62202
H 4.57750 -4.74207 -0.45084
H 4.67830 -2.37972 0.39920
H 2.93951 -2.21745 0.26211
H 4.45243 -3.37819 2.41034
H 3.40825 -4.64832 1.72714
H 1.99697 -2.03224 2.14058
H 2.74638 -2.64088 3.59950
H 1.60190 -4.96585 2.80905
H 0.88656 -3.84339 3.98536
H -0.85739 -4.49951 2.29574
H 0.26123 -4.04800 1.01772
H -0.11256 -1.74405 2.83211
H -0.28220 -1.92744 1.09580
H -2.45262 -3.07205 2.79468
H -2.51186 -1.34648 2.49977
H -3.50377 -3.38778 0.87767
H -1.96702 -3.21974 0.08381
H -4.61846 -0.24839 2.19451
H -2.70119 1.06340 -1.55196
H -1.76315 -0.33319 -2.09867
H -0.49455 1.42758 -0.75224
H -0.22694 -0.26785 -0.38401
H -0.65160 0.41374 1.82046
H -2.37010 0.62744 1.42102
H -0.90045 2.54208 2.44234
H -0.57445 2.91139 0.68508
H -3.20118 2.12034 3.19788
H -5.49104 -1.16996 -2.06286
H -4.06709 -1.76842 -2.89714
H -4.82141 -3.87787 -2.66012
H -4.65593 -3.83206 -0.92313
H -7.15521 -2.46896 -1.93361
H -6.99025 -4.13716 -2.49083
H -7.30869 -3.11818 0.36501
H -8.22452 -4.30401 -0.53929
H -5.91452 -3.72241 2.74714
H -5.98067 -5.35781 3.39277
H -4.73225 -4.95610 2.22410
C 5.33250 9.61410 -4.68138
N 4.97577 8.56104 -3.70283
C 5.52079 8.60052 -2.47238
C 5.18546 7.66486 -1.52430
C 4.26448 6.66094 -1.82800
C 3.73603 6.63649 -3.11871
C 4.10583 7.59195 -4.03620
C 3.83386 5.66761 -0.82282
C 2.48748 5.53782 -0.49244
C 2.08642 4.57833 0.40782
N 2.98354 3.75387 0.97479
C 4.29517 3.86785 0.69653
C 4.74359 4.81459 -0.19239
C 2.51986 2.69628 1.89746
H 6.41247 9.61289 -4.80879
H 4.98995 10.56902 -4.28857
H 4.84706 9.40883 -5.62991
H 6.21734 9.40184 -2.26739
H 5.62978 7.73801 -0.54024
H 3.03345 5.87005 -3.41946
H 3.70900 7.60011 -5.04134
H 1.73841 6.18395 -0.93156
H 1.04714 4.44981 0.67966
H 4.96506 3.17716 1.18989
H 5.80266 4.86554 -0.40873
H 3.02333 2.81709 2.85394
H 2.75944 1.73358 1.44877
H 1.44546 2.79165 2.02431

Its net charge is +1. The calculation puts the LUMO energy at -6.227 eV.